Record 1
Density functional theory data (ωB97M-V with the def2-TZVPD basis set) for the ion C6H12N with charge +1 in a non-equilibrium geometry.

Calculated values
Relative energy (zero: lowest compared OMol25 entry of this formula, charge and spin), kJ/mol: 269.3
LUMO, eV: -7.3211
HOMO, eV: -13.202
E_tot, Eh: -290.2193
Charge: +1
Gap between HOMO and LUMO, eV: 5.881

Atoms and positions in Å:
C (1.706, -0.317, 1.027)
C (0.228, -0.200, 1.466)
C (-0.620, -0.062, 0.243)
C (-1.128, -1.167, -0.400)
C (-1.442, 1.523, -1.549)
C (-0.784, 1.237, -0.248)
N (1.939, -1.475, 0.178)
H (1.981, 0.650, 0.564)
H (2.307, -0.412, 1.934)
H (-0.087, -1.077, 2.042)
H (0.163, 0.632, 2.157)
H (-1.330, -2.089, 0.145)
H (-1.678, -1.025, -1.326)
H (-1.183, 0.767, -2.275)
H (-2.523, 1.513, -1.380)
H (-0.213, 2.036, 0.220)
H (1.137, -1.686, -0.410)
H (-1.193, 2.496, -1.940)
H (2.722, -1.345, -0.448)

Record 2
Density functional theory data (ωB97M-V with the def2-TZVPD basis set) for a cluster of 2 separate species, C6H12N in total in a non-equilibrium geometry.

Calculated values
Relative energy (zero: lowest compared OMol25 entry of this formula, charge and spin), kJ/mol: 408.9
LUMO, eV: -3.8480
HOMO, eV: -13.981
E_tot, Eh: -290.1662
Charge: +1
Gap between HOMO and LUMO, eV: 10.133

Atoms and positions in Å:
C (2.781, 0.075, 0.156)
C (2.242, 1.142, -0.473)
C (1.535, 0.605, 0.607)
C (-1.414, 1.577, -0.188)
C (0.329, -1.908, 0.102)
C (-1.297, 0.042, 0.183)
N (-0.033, -0.589, -0.326)
H (3.430, -0.635, 0.164)
H (2.149, 1.852, -1.301)
H (1.029, 0.797, 1.603)
H (-0.417, 1.976, -0.273)
H (-1.896, 1.654, -1.165)
H (-2.001, 2.107, 0.554)
H (1.475, -2.072, -0.037)
H (0.285, -2.033, 1.183)
H (-0.290, -2.738, -0.283)
H (-2.081, -0.593, -0.144)
H (-1.229, 0.048, 1.250)
H (0.038, -0.440, -1.312)

Record 3
Density functional theory data (ωB97M-V with the def2-TZVPD basis set) for the ion C6H12N with charge +1 in a non-equilibrium geometry.

Calculated values
Relative energy (zero: lowest compared OMol25 entry of this formula, charge and spin), kJ/mol: 169.2
Structure (SMILES): C=C(C)C=[N+](C)C
LUMO, eV: -4.9873
HOMO, eV: -14.312
E_tot, Eh: -290.2575
Charge: +1
Gap between HOMO and LUMO, eV: 9.325

Atoms and positions in Å:
C (0.575, 0.155, 2.574)
C (0.346, -0.428, 1.385)
C (-0.079, -1.854, 1.236)
C (0.240, 0.553, 0.314)
N (-0.152, 0.639, -0.960)
C (0.224, 1.749, -1.759)
C (-0.809, -0.399, -1.733)
H (0.546, -0.387, 3.454)
H (0.830, 1.235, 2.845)
H (-1.080, -2.064, 0.773)
H (-0.009, -2.338, 2.160)
H (0.554, -2.441, 0.615)
H (0.470, 1.566, 0.711)
H (-0.589, 2.032, -2.512)
H (0.585, 2.568, -1.121)
H (1.057, 1.386, -2.373)
H (-0.155, -1.337, -1.564)
H (-1.827, -0.488, -1.297)
H (-0.727, -0.148, -2.749)

Question: The highest E_tot belongs to which entry?
Answer: number 2

Question: Which formula does entry 3 have?
Answer: C6H12N